# 1
Formula: C4H14N2O4
Source: OMol25
Level of theory: ωB97M-V/def2-TZVPD

```
24
C4H14N2O4 (ωB97M-V/def2-TZVPD)
C -0.3075 -0.0735 -1.9499
N -1.2203 -0.3090 -0.8567
H -0.5662 -2.3548 -0.7893
H 1.8522 0.2860 1.8932
H 0.2883 -0.6869 0.5067
O -0.1624 -3.2176 -0.5773
H 0.4892 2.9328 1.7020
H 2.2924 1.7163 2.6584
C -0.4598 1.3777 0.6964
N 0.5571 1.9354 1.4152
H -0.3458 -0.9064 -2.6748
O -0.5308 1.1888 -2.5363
H -0.2312 -3.7004 -1.4078
H 1.7245 -3.2386 0.6811
H -0.4259 1.8472 -1.8296
H 0.7479 -2.5054 1.5847
C 1.8625 1.3640 1.7229
H -1.4070 -0.4954 1.1690
O -1.4306 2.0699 0.4195
H -2.0525 0.2165 -1.0864
O 1.6758 -2.5317 1.3314
H 0.8087 -0.1547 -1.6919
C -0.6382 -0.1278 0.4697
H 2.6071 1.6397 0.9148
```

Results
- SMILES = CNC(=O)CNCO.O.O
- E_HOMO (eV) = -9.33

# 2
Formula: C4H8O2
Source: OMol25
Level of theory: ωB97M-V/def2-TZVPD

```
14
C4H8O2 (ωB97M-V/def2-TZVPD)
H -0.5726 1.7227 0.0162
C -1.0417 -0.1212 -1.0277
H 2.1025 -0.1366 -0.6483
C 0.8480 -0.0475 1.1017
H -1.3354 0.4303 -1.9275
O -0.5414 0.0890 1.2917
C 1.2274 -0.6700 -0.2614
H -2.1462 0.9975 0.4499
H 1.5167 -1.7199 -0.1327
H -1.7450 -0.9565 -0.8934
C -1.1063 0.7728 0.1941
H 1.2039 -0.6912 1.9112
O 0.2571 -0.6055 -1.2891
H 1.3329 0.9362 1.2153
```

Results
- SMILES = C1COCCO1
- E_HOMO (eV) = -9.47

# 3
Formula: C4H3O3
Source: OMol25
Level of theory: ωB97M-V/def2-TZVPD

```
10
C4H3O3 (ωB97M-V/def2-TZVPD)
O -2.0556 2.1447 0.8919
C 0.2751 -0.1103 -0.0021
O -3.1993 1.6895 -1.0116
H 0.1379 -0.2285 -1.0529
H 0.0010 0.7990 0.4810
O -4.0936 -2.1010 -0.0950
C -2.6541 1.4404 0.1000
H 0.3792 -0.9944 0.6033
C -2.9115 0.0076 0.2338
C -3.6103 -1.0116 0.0142
```

Results
- E_HOMO (alpha / beta) (eV) = -4.55 / -4.37
- net charge = -1

# 4
Formula: C3H15N2O3
Source: OMol25
Level of theory: ωB97M-V/def2-TZVPD

```
23
C3H15N2O3 (ωB97M-V/def2-TZVPD)
H -1.6512 1.8360 -0.0872
H 1.4946 -0.1680 -0.5552
H -0.0777 -1.5793 1.4652
C -2.3941 -0.5207 0.6234
H -1.4986 0.0746 -3.9073
N -0.8856 1.1892 -0.2146
O 1.6517 0.1862 -2.2269
H 1.6641 0.6417 0.8849
O -0.6139 0.4296 -3.7986
H 0.3195 -0.5164 4.6077
H 0.7930 0.1473 -2.7183
H 1.7386 -0.8161 5.0593
H 2.0742 -0.9927 0.7926
H -2.5490 -1.3239 1.3465
C 0.0813 -0.7135 0.8541
O 1.2341 -0.4581 4.3366
H -2.8155 -0.8619 -0.3229
H -0.1763 0.5610 -4.6347
H -3.0745 0.2812 0.9219
H -0.4663 1.1070 -1.1298
C -1.0115 -0.0295 0.4990
N 1.4191 -0.2673 0.4951
H 2.0048 1.0647 -2.3671
```

Results
- E_HOMO (eV) = -12.79
- net charge = +1

# 5
Formula: C33H27BaBr4NO4P2S2
Source: OMol25
Level of theory: ωB97M-V/def2-TZVPD

```
74
C33H27BaBr4NO4P2S2 (ωB97M-V/def2-TZVPD)
O 1.9206 -2.1767 -0.1887
C -7.5596 -1.3309 -2.4621
H 0.3330 5.5488 3.2073
C -5.9774 -5.7079 0.6525
H -2.8011 3.0146 -2.5530
C 1.2910 -2.8793 3.3209
H -6.3609 1.3285 -0.7432
C -0.7663 3.8103 3.8188
H 5.2753 -2.2801 2.2242
H 1.9543 4.2830 1.8684
C 2.1640 -3.9525 3.5560
H -3.1400 1.2714 -2.5024
H -8.3699 0.6046 -1.9968
C 1.9494 -2.7569 0.9707
N -3.0136 2.1571 -0.5899
H 3.9130 3.0870 1.5122
H 3.0128 3.2408 -0.0296
C -4.7208 -4.4729 -0.9942
H 4.2210 1.9685 0.1703
C -5.3267 -4.5491 0.2588
H -4.4324 -0.2114 -0.4906
C -0.8669 2.4269 3.7262
C -6.0200 -6.8064 -0.1993
C 3.9644 -0.6270 1.8651
C -1.1097 1.7818 -2.0332
C -5.3138 -0.5183 -1.0432
S -2.7858 -2.3094 0.0455
C -7.5231 -0.0639 -1.8910
C 1.1429 -2.2521 2.0755
O -0.3850 2.3972 -1.2156
H -2.3033 2.6935 -0.1009
H -6.4401 -5.7603 1.6309
H -5.4307 -7.5952 -2.1052
C 4.4998 -1.4615 4.0530
C 3.6556 -0.5125 4.6114
H -1.6622 1.9018 4.2408
P -3.8906 -2.9098 -1.4979
C -4.7642 -5.5717 -1.8401
C -6.4741 -2.1830 -2.3290
S -3.1105 -3.0917 -3.3027
C 2.9732 0.3849 3.8010
C 4.6604 -1.5109 2.6758
Ba -0.0074 -0.5915 -0.6302
H -3.9026 2.6272 -0.4802
H -6.5196 -7.7164 0.1125
H 4.9943 -2.1901 4.6841
H 4.0228 -0.7368 0.7869
C 0.2522 4.4695 3.1479
H -8.4341 -1.6530 -3.0158
H 2.2958 1.0992 4.2514
O 0.3792 -1.2210 1.9203
O -0.7212 0.8239 -2.7550
H -4.2788 -5.4968 -2.8061
C -2.6160 2.0829 -1.9991
C 3.4508 2.5428 0.6858
H 3.4950 -0.4929 5.6827
Br 2.3222 -4.6956 5.2962
C -5.4102 -6.7378 -1.4424
C 1.1705 3.7504 2.3916
Br 4.1370 -5.8726 2.7764
C 2.9197 -4.4411 2.5089
P 2.1621 1.3489 1.2304
C -5.3468 -1.7857 -1.6127
Br 3.8969 -4.3908 -0.2058
Br 0.2528 -2.1370 4.7306
C -6.3981 0.3406 -1.1879
C 0.0409 1.7066 2.9653
C 1.0789 2.3653 2.2935
H -5.2635 -3.6998 0.9285
H -0.0386 0.6241 2.8907
C 3.1172 0.3348 2.4175
H -1.4834 4.3715 4.4064
H -6.4938 -3.1646 -2.7887
C 2.7899 -3.8447 1.2429
```

Results
- E_HOMO (eV) = -1.78
- net charge = -2

# 6
Formula: C14H20BCaClF5NO8S
Source: OMol25
Level of theory: ωB97M-V/def2-TZVPD

```
52
C14H20BCaClF5NO8S (ωB97M-V/def2-TZVPD)
F 5.6497 0.6587 -0.9054
O 1.8795 1.6556 2.0937
C -4.0386 -1.7630 -1.6481
C -3.1996 -0.5030 -1.4722
H -0.1654 1.4184 -1.3319
C 3.3511 0.5096 -1.3946
O -1.6436 3.8261 0.9468
H -3.8911 -2.4945 -0.8548
H 1.5338 -0.2925 -1.9900
H 3.1928 1.5854 -1.4762
H -3.2989 -0.4620 0.7002
H 1.5637 2.3854 2.6373
H -0.4122 -0.2954 -1.3922
F -3.6123 2.0136 1.7060
O 3.7750 0.1099 -2.6814
H 2.3372 -1.2719 -0.7889
N -2.3078 1.8999 -0.2166
C 2.4015 -2.8002 1.6217
H -2.4660 -0.4656 -2.2822
O 1.6267 2.8477 0.0854
B 1.5547 1.6689 0.7791
C -1.6169 3.1502 -0.0060
H 2.8947 -2.9499 0.6578
H 2.9215 -0.6896 1.6712
F 4.2873 0.9882 0.7119
H 0.4316 -1.6832 0.5278
H 1.8899 -1.2163 2.9584
S -0.4709 -0.4600 2.2764
C 2.0584 -0.2416 -1.0329
H -3.8545 0.3607 -1.5905
C 4.4965 0.2973 -0.4101
Cl -5.8536 -1.2962 -1.3941
H 1.3822 2.8125 -0.8433
H 1.4898 -3.4058 1.6367
C -1.5564 0.6612 0.1452
C -0.2716 0.5407 -0.6967
C 0.8378 -0.8367 1.0963
C -3.6211 1.9661 0.3808
O -4.6255 1.9683 -0.2453
Ca -7.2983 -2.7440 -3.1108
H -3.9504 -2.2252 -2.6305
O -0.0297 0.1277 3.4849
C -2.5414 -0.5005 -0.0917
H 3.9813 -0.8336 -2.6773
H -2.0092 -1.4403 0.0635
H 3.0573 -3.1918 2.3995
F -0.9859 3.4925 -1.1383
C 1.0691 0.2975 0.0648
F 4.6010 -0.9989 -0.0659
C 2.0707 -1.3315 1.8891
O -1.3483 -1.5968 2.2966
O -1.2660 0.7479 1.5365
```

Results
- E_HOMO (eV) = -14.56
- net charge = +2

# 7
Formula: C17H24BNO4Zr
Source: OMol25
Level of theory: ωB97M-V/def2-TZVPD

```
48
C17H24BNO4Zr (ωB97M-V/def2-TZVPD)
C 3.6682 -2.4316 -0.3037
H -2.5830 0.6980 -2.2954
C 2.4348 -1.7574 -0.7960
O 1.0130 2.8405 -0.0193
C 3.2962 -2.8182 1.1345
H -2.1658 -3.2813 0.3309
H -2.7386 -4.1961 -1.0569
C -2.1143 1.7944 1.6824
H 0.3488 -1.7210 -4.2986
H 1.2509 1.2512 2.3055
C -0.6353 1.8518 1.4229
H -1.0513 -4.3220 -0.5795
H -2.9839 -1.1287 -0.6853
H -0.1091 0.1702 2.6663
H 1.3733 3.5799 2.5018
H 3.9053 -3.2780 -0.9512
H -1.8763 4.3992 0.7323
H -0.0976 -3.5655 -2.7276
C -0.3966 -1.5943 -3.5235
C -1.0931 -0.3837 -3.4153
H 0.8789 5.0059 1.5892
H -2.3604 2.4866 2.4891
O 1.1762 -2.3913 2.3043
C -0.0687 3.2227 0.9176
N 1.4386 -1.7222 0.1085
H -2.4001 0.7942 2.0074
O 2.2053 -1.2024 -1.9188
H -1.5169 3.4079 -0.6963
H 4.5112 -1.7420 -0.3766
C -1.5901 -2.5014 -1.5936
O -0.3386 0.9995 0.1680
Zr 0.3221 -0.4626 -1.1659
C 1.8726 -2.3274 1.3460
H 3.3288 -3.8919 1.3160
H -0.2283 4.2968 2.7682
C -1.0779 4.0127 0.1003
H 3.9422 -2.3541 1.8787
H -2.6958 2.0800 0.8083
C -0.6450 -2.6361 -2.6269
H -0.5714 4.8577 -0.3628
C 0.5304 4.0680 2.0183
C -2.0336 -0.2303 -2.3925
C -1.8890 -3.6324 -0.6620
H -0.0100 1.7547 3.4464
B 0.7606 1.6382 -0.5172
H -0.9121 0.4172 -4.1214
C 0.1835 1.2104 2.5221
C -2.2585 -1.2659 -1.4787
```

Results
- E_HOMO (eV) = -15.95
- net charge = +2

# 8
Formula: C9H9CrN4S2
Source: OMol25
Level of theory: ωB97M-V/def2-TZVPD

```
25
C9H9CrN4S2 (ωB97M-V/def2-TZVPD)
S -3.6489 -2.0720 -2.0382
N 0.0886 1.3058 1.7300
H -2.3862 -4.1177 -2.2770
C -2.4331 -1.3615 -1.0365
C -1.3115 3.0179 2.6379
N 2.9276 -1.6885 0.7424
C -2.7761 -3.3541 -2.9444
C -2.2348 1.2601 1.1192
C -1.1293 1.8882 1.8701
H -0.3322 4.4694 3.8792
H -3.2520 1.6358 1.1610
H 1.9117 3.4120 3.5919
C 1.1372 1.8599 2.3397
S -0.7790 -1.9269 -1.0778
H 3.8326 -2.1204 0.7944
C 1.8969 -1.1905 0.6420
N -2.9116 -0.3449 -0.3539
Cr -0.0141 -0.3873 0.5083
H -3.5359 -3.7915 -3.5904
H -2.2975 3.4521 2.7295
N -1.9349 0.2553 0.3872
C 1.0321 3.0000 3.1196
C -0.2119 3.5813 3.2731
H -1.9820 -2.9360 -3.5570
H 2.0909 1.3681 2.2004
```

Results
- E_HOMO (alpha / beta) (eV) = -11.28 / -11.28
- net charge = +1
- multiplicity = 5